# 1
Molecular formula: C26H31FN4O
Method: DFT, ωB97M-V with the def2-TZVPD basis set

Positions of all 63 atoms, in Å:
C1 1.37 3.64 4.53
C2 1.84 3.06 3.20
C3 1.47 1.58 3.08
N1 1.94 1.01 1.84
N2 3.16 0.49 1.78
C4 3.33 0.10 0.54
C5 2.18 0.36 -0.24
C6 2.11 -0.08 -1.67
N3 1.03 0.46 -2.48
C7 0.93 -0.25 -3.75
C8 -0.01 0.46 -4.74
C9 -1.01 1.40 -4.06
C10 -2.11 0.64 -3.30
O1 -3.26 0.65 -3.68
N4 -1.64 -0.02 -2.21
C11 -2.31 -0.80 -1.28
C12 -3.69 -0.94 -1.23
C13 -4.26 -1.71 -0.24
C14 -3.48 -2.35 0.71
C15 -2.09 -2.23 0.67
C16 -1.24 -2.89 1.66
C17 -0.08 -2.27 2.13
C18 0.73 -2.89 3.07
C19 0.41 -4.14 3.56
C20 -0.74 -4.75 3.09
F1 -1.07 -5.97 3.56
C21 -1.57 -4.15 2.16
C22 -1.52 -1.46 -0.34
C23 -0.26 2.42 -3.17
C24 1.12 1.89 -2.72
C25 1.30 0.96 0.64
C26 -0.08 1.51 0.51
H1 1.83 3.11 5.36
H2 1.64 4.69 4.60
H3 0.29 3.55 4.62
H4 1.39 3.62 2.37
H5 2.92 3.16 3.11
H6 0.39 1.45 3.16
H7 1.96 1.02 3.89
H8 4.24 -0.37 0.23
H9 1.99 -1.17 -1.68
H10 3.09 0.13 -2.14
H11 1.92 -0.36 -4.21
H12 0.56 -1.26 -3.54
H13 0.59 1.06 -5.43
H14 -0.54 -0.28 -5.33
H15 -1.54 1.94 -4.84
H16 -0.62 0.06 -2.07
H17 -4.30 -0.44 -1.97
H18 -5.34 -1.81 -0.20
H19 -3.95 -2.92 1.49
H20 0.19 -1.30 1.77
H21 1.63 -2.39 3.41
H22 1.02 -4.64 4.29
H23 -2.44 -4.68 1.81
H24 -0.45 -1.37 -0.40
H25 -0.87 2.66 -2.31
H26 -0.10 3.34 -3.73
H27 1.88 2.11 -3.49
H28 1.43 2.39 -1.80
H29 -0.43 1.40 -0.51
H30 -0.10 2.56 0.78
H31 -0.77 0.97 1.16

Calculated values
* HOMO-LUMO gap: 8.915 eV
* energy relative to the best compared isomer or geometry (same formula, charge and spin): 0.1170 eV
* E_HOMO: -8.3 eV
* molar mass: 434.56 g/mol
* LUMO level: 0.6 eV

Atom-resolved charges from Löwdin, all expressed in e:
1. C -0.110
2. C -0.236
3. C -0.156
4. N -0.137
5. N 0.084
6. C -0.109
7. C -0.159
8. C -0.145
9. N -0.218
10. C -0.176
11. C -0.116
12. C -0.212
13. C -0.436
14. O 0.075
15. N 0.137
16. C -0.202
17. C -0.004
18. C -0.067
19. C -0.040
20. C -0.175
21. C -0.167
22. C -0.029
23. C -0.065
24. C -0.013
25. C -0.267
26. F 0.055
27. C 0.044
28. C 0.025
29. C -0.112
30. C -0.166
31. C -0.230
32. C -0.001
33. H 0.073
34. H 0.071
35. H 0.073
36. H 0.102
37. H 0.112
38. H 0.123
39. H 0.128
40. H 0.109
41. H 0.132
42. H 0.133
43. H 0.125
44. H 0.124
45. H 0.117
46. H 0.124
47. H 0.143
48. H 0.083
49. H 0.101
50. H 0.105
51. H 0.108
52. H 0.089
53. H 0.106
54. H 0.116
55. H 0.125
56. H 0.114
57. H 0.110
58. H 0.117
59. H 0.130
60. H 0.120
61. H 0.047
62. H 0.087
63. H 0.086

---

# 2
Molecular formula: C55H47BCdN9O2S3
Method: DFT, ωB97M-V with the def2-TZVPD basis set

Positions of all 118 atoms, in Å:
Cd1 -3.04 -1.05 3.13
C1 7.94 5.05 1.29
C2 6.64 4.28 1.20
C3 5.49 4.86 0.67
C4 4.32 4.10 0.52
C5 4.30 2.73 0.82
C6 5.43 2.17 1.38
C7 6.58 2.96 1.63
S1 2.78 1.75 0.68
O1 1.89 2.44 -0.27
C8 3.29 0.07 -0.13
C9 3.64 -0.81 0.93
C10 3.98 -2.08 0.65
C11 4.02 -2.59 -0.67
C12 4.43 -3.84 -1.01
C13 4.32 -4.34 -2.29
C14 3.96 -3.46 -3.32
C15 3.54 -2.20 -3.04
C16 3.54 -1.69 -1.72
C17 3.25 -0.33 -1.44
C18 2.79 0.65 -2.53
C19 3.72 1.60 -3.06
C20 5.11 1.47 -2.83
C21 6.01 2.47 -3.23
C22 5.48 3.50 -4.03
C23 4.17 3.57 -4.44
C24 3.25 2.61 -3.97
C25 1.92 2.66 -4.39
C26 1.05 1.70 -3.87
C27 1.48 0.69 -3.01
S2 0.08 -0.30 -2.23
O2 -0.90 0.70 -1.79
C28 -0.61 -1.31 -3.57
C29 0.09 -2.48 -3.86
C30 -0.15 -3.13 -5.06
C31 -1.03 -2.52 -6.02
C32 -1.16 -3.09 -7.39
C33 -1.76 -1.42 -5.65
C34 -1.53 -0.75 -4.44
H1 8.59 4.95 0.33
H2 8.59 4.70 2.09
H3 7.71 6.13 1.47
H4 5.53 5.96 0.37
H5 3.47 4.62 0.09
H6 5.58 1.13 1.65
H7 7.42 2.55 2.13
H8 3.63 -0.49 1.97
H9 4.33 -2.79 1.43
H10 4.78 -4.48 -0.18
H11 4.57 -5.34 -2.63
H12 3.84 -3.82 -4.34
H13 3.22 -1.56 -3.82
H14 5.44 0.63 -2.13
H15 7.08 2.56 -2.86
H16 6.08 4.36 -4.37
H17 3.94 4.33 -5.21
H18 1.48 3.51 -4.98
H19 0.02 1.72 -4.13
H20 0.81 -2.94 -3.22
H21 0.27 -4.08 -5.32
H22 -2.11 -3.71 -7.51
H23 -0.36 -3.73 -7.80
H24 -1.20 -2.29 -8.17
H25 -2.57 -1.09 -6.25
H26 -2.11 0.13 -4.07
B1 -0.29 -2.04 5.43
N1 -0.71 -0.54 5.57
C35 -0.50 0.19 6.72
C36 -1.30 1.39 6.59
C37 -2.05 1.19 5.40
N2 -1.63 0.07 4.74
N3 -0.19 -2.39 3.91
C38 0.82 -2.98 3.28
C39 0.58 -3.05 1.90
C40 -0.71 -2.49 1.80
N4 -1.21 -2.15 3.01
H27 -0.91 -2.82 6.21
H28 0.80 -2.14 5.84
H29 0.15 -0.17 7.49
H30 -1.49 2.20 7.33
H31 -2.80 1.82 5.06
H32 1.62 -3.26 3.98
H33 1.20 -3.49 1.10
H34 -1.26 -2.31 0.87
N5 -5.77 0.96 0.19
C41 -7.09 0.44 -0.01
C42 -7.99 1.09 -0.80
C43 -9.12 0.47 -1.23
C44 -9.46 -0.73 -0.65
C45 -8.59 -1.42 0.17
C46 -7.39 -0.81 0.53
S3 -6.26 -1.75 1.38
N6 -4.76 -0.88 1.38
C47 -4.68 0.32 0.77
C48 -3.47 1.10 0.77
C49 -3.33 2.27 -0.04
C50 -2.12 2.99 0.07
C51 -1.14 2.62 0.96
C52 -1.36 1.44 1.64
N7 -2.48 0.69 1.58
H35 -5.64 1.93 -0.01
H36 -7.73 2.05 -1.21
H37 -9.84 0.87 -1.98
H38 -10.48 -1.12 -0.78
H39 -8.95 -2.30 0.67
H40 -4.03 2.50 -0.85
H41 -2.01 3.87 -0.56
H42 -0.26 3.28 1.21
H43 -0.52 1.03 2.20
N8 -5.88 -3.54 5.90
C53 -6.72 -2.48 5.81
C54 -6.02 -1.42 5.29
N9 -4.72 -1.89 5.01
C55 -4.67 -3.14 5.41
H44 -6.16 -4.42 6.34
H45 -7.72 -2.51 6.15
H46 -6.34 -0.43 5.01
H47 -3.77 -3.72 5.23

Calculated values
* HOMO-LUMO gap: 6.644 eV
* charge: +1
* energy relative to the best compared isomer or geometry (same formula, charge and spin): 1.8503 eV
* E_HOMO: -9.7 eV
* molar mass: 1085.47 g/mol
* LUMO level: -3.1 eV

Löwdin atomic charge list, values in e, 99 entries:
1. Cd 1.377
2. C -0.060
3. C -0.293
4. C -0.036
5. C -0.066
6. C -0.368
7. C -0.077
8. C -0.030
9. S 1.013
10. O -0.517
11. C -0.231
12. C -0.120
13. C -0.039
14. C -0.168
15. C -0.052
16. C -0.056
17. C -0.077
18. C -0.031
19. C -0.086
20. C -0.139
21. C -0.126
22. C -0.111
23. C -0.012
24. C -0.061
25. C -0.104
26. C -0.038
27. C -0.162
28. C -0.006
29. C -0.066
30. C -0.245
31. S 0.976
32. O -0.514
33. C -0.377
34. C -0.092
35. C -0.009
36. C -0.266
37. C -0.069
38. C -0.040
39. C -0.067
40. H 0.115
41. H 0.071
42. H 0.085
43. H 0.138
44. H 0.105
45. H 0.106
46. H 0.101
47. H 0.110
48. H 0.129
49. H 0.129
50. H 0.110
51. H 0.115
52. H 0.107
53. H 0.144
54. H 0.128
55. H 0.108
56. H 0.125
57. H 0.137
58. H 0.092
59. H 0.097
60. H 0.110
61. H 0.106
62. H 0.082
63. H 0.089
64. H 0.106
65. H 0.126
66. B -0.440
67. N -0.098
68. C -0.042
69. C -0.052
70. C -0.180
71. N -0.067
72. N -0.085
73. C -0.093
74. C -0.044
75. C -0.166
76. N -0.115
77. H 0.064
78. H 0.047
79. H 0.113
80. H 0.097
81. H 0.068
82. H 0.132
83. H 0.103
84. H 0.097
85. N 0.125
86. C -0.225
87. C -0.034
88. C -0.080
89. C -0.084
90. C -0.096
91. C -0.510
92. S 0.970
93. N -0.332
94. C -0.328
95. C -0.235
96. C 0.025
97. C -0.035
98. C -0.043
99. C -0.111

---

# 3
Molecular formula: C33H34FeN8O5S2
Method: DFT, ωB97M-V with the def2-TZVPD basis set

Positions of all 83 atoms, in Å:
Fe1 0.11 0.28 0.02
C1 4.62 -1.20 1.29
N1 3.70 -2.14 0.64
C2 4.22 -3.50 0.51
C3 2.53 -1.73 0.20
O1 2.13 -0.55 0.32
C4 1.60 -2.71 -0.47
O2 0.36 -2.04 -0.55
C5 -0.79 -2.86 -0.64
C6 -1.88 -2.04 0.02
O3 -1.67 -0.80 0.12
N2 -2.95 -2.62 0.48
C7 -3.96 -1.85 1.23
C8 -3.24 -4.05 0.32
H1 5.02 -1.67 2.19
H2 4.08 -0.29 1.56
H3 5.44 -0.95 0.62
H4 4.35 -3.94 1.50
H5 5.19 -3.47 0.02
H6 3.56 -4.14 -0.08
H7 1.50 -3.63 0.13
H8 1.96 -2.98 -1.46
H9 -0.64 -3.81 -0.13
H10 -1.04 -3.06 -1.69
H11 -3.55 -0.90 1.53
H12 -4.25 -2.43 2.11
H13 -4.84 -1.69 0.61
H14 -2.75 -4.47 -0.55
H15 -4.31 -4.17 0.19
H16 -2.94 -4.60 1.21
O4 4.15 2.80 6.08
N3 3.46 3.32 5.24
O5 3.37 4.50 5.01
C9 2.64 2.40 4.41
C10 2.32 1.22 4.97
C11 1.49 0.28 4.27
C12 1.09 -0.95 4.82
C13 0.27 -1.77 4.08
C14 -0.13 -1.36 2.80
N4 0.25 -0.21 2.27
C15 1.05 0.60 2.99
C16 1.43 1.83 2.38
N5 0.98 2.03 1.13
C17 1.26 3.18 0.52
C18 2.00 4.18 1.14
C19 2.48 3.98 2.41
C20 2.20 2.77 3.08
H17 2.68 0.99 5.96
H18 1.41 -1.23 5.81
H19 -0.08 -2.72 4.47
H20 -0.80 -1.97 2.22
H21 0.87 3.30 -0.48
H22 2.19 5.11 0.61
H23 3.06 4.75 2.91
S1 -4.37 4.84 -2.32
C21 -3.18 3.66 -1.73
C22 -2.55 2.78 -2.61
C23 -1.64 1.87 -2.12
N6 -1.31 1.80 -0.83
C24 -1.89 2.67 0.02
C25 -2.81 3.60 -0.38
C26 -5.84 3.91 -1.89
C27 -6.44 4.05 -0.66
C28 -7.62 3.35 -0.42
N7 -8.17 2.55 -1.32
C29 -7.60 2.43 -2.51
C30 -6.42 3.09 -2.85
H24 -2.77 2.82 -3.67
H25 -1.16 1.18 -2.80
H26 -1.60 2.60 1.06
H27 -3.24 4.30 0.33
H28 -6.03 4.71 0.10
H29 -8.14 3.45 0.53
H30 -8.10 1.79 -3.23
H31 -5.99 2.98 -3.84
S2 2.97 1.26 -3.51
C31 1.75 0.19 -4.05
C32 0.86 -0.05 -3.05
N8 1.15 0.61 -1.87
C33 2.24 1.33 -1.99
H32 1.74 -0.20 -5.05
H33 0.00 -0.69 -3.11
H34 2.66 1.91 -1.18

Calculated values
* HOMO-LUMO gap (spin up / spin down): 6.684 / 4.806 eV
* spin multiplicity: 6
* charge: +3
* energy relative to the best compared isomer or geometry (same formula, charge and spin): 0.0000 eV
* E_HOMO (spin up / spin down): -15.2 / -15.2 eV
* molar mass: 742.66 g/mol
* LUMO level (spin up / spin down): -8.5 / -10.4 eV

Atom-resolved charges from Löwdin, all expressed in e:
1. Fe 1.191
2. C 0.021
3. N -0.102
4. C 0.015
5. C -0.370
6. O -0.057
7. C -0.063
8. O -0.203
9. C -0.066
10. C -0.393
11. O -0.070
12. N -0.096
13. C 0.027
14. C 0.019
15. H 0.109
16. H 0.083
17. H 0.113
18. H 0.113
19. H 0.115
20. H 0.090
21. H 0.143
22. H 0.163
23. H 0.142
24. H 0.164
25. H 0.092
26. H 0.112
27. H 0.117
28. H 0.099
29. H 0.115
30. H 0.116
31. O 0.139
32. N -0.329
33. O 0.114
34. C -0.037
35. C 0.099
36. C -0.098
37. C 0.058
38. C 0.009
39. C -0.069
40. N 0.074
41. C -0.153
42. C -0.139
43. N 0.051
44. C -0.112
45. C 0.021
46. C 0.075
47. C -0.028
48. H 0.150
49. H 0.146
50. H 0.128
51. H 0.109
52. H 0.117
53. H 0.135
54. H 0.126
55. S 1.029
56. C -0.473
57. C -0.025
58. C -0.097
59. N -0.028
60. C -0.115
61. C -0.028
62. C -0.516
63. C -0.077
64. C -0.119
65. N 0.078
66. C -0.119
67. C -0.076
68. H 0.126
69. H 0.090
70. H 0.117
71. H 0.125
72. H 0.107
73. H 0.117
74. H 0.116
75. H 0.107
76. S 1.162
77. C -0.322
78. C -0.236
79. N -0.112
80. C -0.452
81. H 0.097
82. H 0.121
83. H 0.079

---

# 4
Molecular formula: C24H72O12S12
Method: DFT, ωB97M-V with the def2-TZVPD basis set

Positions of all 120 atoms, in Å:
C1 5.03 1.21 -3.70
S1 3.38 1.78 -4.45
O1 2.67 0.66 -5.18
C2 2.48 1.93 -2.96
H1 5.17 1.71 -2.82
H2 5.82 1.37 -4.31
H3 4.80 0.19 -3.39
H4 2.06 1.09 -2.48
H5 1.54 2.46 -3.25
H6 2.91 2.61 -2.22
C3 -3.93 -3.77 -3.70
S2 -4.12 -3.10 -2.03
O2 -4.22 -4.26 -1.02
C4 -2.45 -2.21 -1.89
H7 -3.08 -4.43 -3.73
H8 -4.06 -2.79 -4.33
H9 -4.93 -4.19 -4.03
H10 -2.40 -1.64 -0.95
H11 -2.09 -1.48 -2.73
H12 -1.60 -2.87 -1.92
C5 -4.63 -0.97 1.93
S3 -4.60 0.70 1.73
O3 -3.62 1.09 0.61
C6 -6.25 0.87 0.93
H13 -5.19 -1.59 2.43
H14 -3.79 -1.16 2.44
H15 -4.49 -1.51 1.09
H16 -7.11 0.70 1.83
H17 -6.48 -0.18 0.36
H18 -6.22 1.66 0.33
C7 2.87 -3.15 0.41
S4 4.38 -2.37 0.21
O4 5.04 -2.79 -1.07
C8 3.66 -0.77 -0.30
H19 2.97 -4.20 0.51
H20 1.91 -3.16 -0.45
H21 2.23 -2.68 1.25
H22 3.34 -1.04 -1.31
H23 4.41 0.01 -0.14
H24 2.98 -0.51 0.41
C9 0.85 -5.33 4.50
S5 -0.58 -5.56 3.49
O5 -1.79 -5.00 4.26
C10 -0.05 -4.24 2.37
H25 0.99 -4.40 4.87
H26 1.80 -5.58 4.13
H27 1.04 -5.98 5.36
H28 0.84 -4.60 1.88
H29 0.25 -3.17 2.84
H30 -0.87 -3.99 1.87
C11 -0.33 4.67 1.20
S6 0.12 5.61 -0.20
O6 1.33 6.45 0.04
C12 0.61 4.39 -1.38
H31 -1.25 3.99 1.02
H32 -0.57 5.14 2.04
H33 0.41 3.79 1.47
H34 -0.21 3.97 -1.94
H35 1.34 3.66 -1.11
H36 1.17 4.93 -2.09
C13 1.09 -1.61 -3.44
S7 1.21 -3.37 -3.64
O7 0.67 -4.04 -2.40
C14 -0.10 -3.59 -4.81
H37 0.85 -1.36 -4.33
H38 1.98 -1.22 -2.91
H39 0.09 -1.31 -2.96
H40 0.06 -4.60 -5.19
H41 0.16 -3.12 -5.69
H42 -1.19 -3.50 -4.34
C15 2.51 -0.97 3.51
S8 2.39 0.85 3.46
O8 1.85 1.25 4.91
C16 4.17 1.22 3.56
H43 1.43 -1.25 3.60
H44 3.06 -1.31 4.42
H45 2.82 -1.49 2.57
H46 4.82 0.81 4.45
H47 3.95 2.25 3.75
H48 4.90 1.08 2.71
C17 -3.11 1.25 5.59
S9 -1.29 0.92 5.12
O9 -1.44 -0.13 4.02
C18 -1.18 2.44 4.11
H49 -3.22 0.58 6.30
H50 -3.87 1.39 4.67
H51 -3.17 2.12 6.20
H52 -0.16 2.20 3.52
H53 -0.83 3.43 4.78
H54 -1.92 2.64 3.37
C19 3.50 3.50 1.03
S10 4.12 5.04 1.69
O10 4.50 4.65 3.16
C20 5.61 4.99 0.95
H55 3.20 3.83 0.12
H56 2.59 2.85 1.29
H57 4.36 2.81 0.96
H58 5.59 5.14 -0.11
H59 5.94 4.03 1.13
H60 6.43 5.73 1.18
C21 -5.99 0.27 -5.02
S11 -5.35 0.64 -3.37
O11 -5.53 -0.65 -2.65
C22 -3.68 0.78 -3.89
H61 -5.67 1.10 -5.75
H62 -7.04 0.19 -5.07
H63 -5.83 -0.63 -5.36
H64 -2.96 0.92 -2.94
H65 -3.74 1.95 -4.02
H66 -3.11 0.23 -4.76
C23 0.08 -1.27 0.60
S12 -0.64 0.42 0.91
O12 0.64 1.27 1.03
C24 -0.99 0.88 -0.82
H67 0.61 -1.40 -0.32
H68 -0.51 -2.27 0.62
H69 0.72 -1.43 1.38
H70 -1.78 0.31 -1.32
H71 0.03 0.69 -1.43
H72 -1.14 1.99 -0.84

Calculated values
* HOMO-LUMO gap: 8.396 eV
* energy relative to the best compared isomer or geometry (same formula, charge and spin): 13.6174 eV
* E_HOMO: -8.5 eV
* molar mass: 937.63 g/mol
* LUMO level: -0.1 eV

Löwdin atomic charge list, values in e, 99 entries:
1. C -0.172
2. S 0.868
3. O -0.559
4. C -0.314
5. H 0.002
6. H 0.009
7. H 0.058
8. H 0.016
9. H 0.060
10. H 0.048
11. C -0.279
12. S 0.831
13. O -0.568
14. C -0.241
15. H 0.032
16. H 0.073
17. H 0.070
18. H 0.017
19. H 0.059
20. H 0.008
21. C -0.284
22. S 0.844
23. O -0.575
24. C -0.232
25. H 0.043
26. H 0.018
27. H 0.036
28. H 0.127
29. H 0.105
30. H -0.035
31. C -0.343
32. S 0.822
33. O -0.541
34. C -0.221
35. H 0.031
36. H 0.135
37. H 0.022
38. H 0.037
39. H 0.062
40. H -0.022
41. C -0.297
42. S 0.891
43. O -0.556
44. C -0.264
45. H 0.012
46. H 0.042
47. H 0.068
48. H 0.037
49. H 0.109
50. H -0.021
51. C -0.283
52. S 0.824
53. O -0.543
54. C -0.282
55. H 0.091
56. H -0.007
57. H 0.074
58. H 0.053
59. H 0.016
60. H 0.037
61. C -0.256
62. S 0.855
63. O -0.568
64. C -0.261
65. H -0.043
66. H 0.044
67. H 0.075
68. H 0.050
69. H 0.024
70. H 0.092
71. C -0.259
72. S 0.844
73. O -0.561
74. C -0.277
75. H 0.031
76. H 0.078
77. H 0.019
78. H 0.102
79. H -0.013
80. H 0.065
81. C -0.223
82. S 0.866
83. O -0.615
84. C -0.306
85. H -0.041
86. H 0.099
87. H 0.027
88. H 0.039
89. H 0.129
90. H 0.016
91. C -0.263
92. S 0.877
93. O -0.566
94. C -0.334
95. H -0.036
96. H 0.071
97. H 0.052
98. H 0.060
99. H 0.021

---

# 5
Molecular formula: C6H10O
Method: DFT, ωB97M-V with the def2-TZVPD basis set

Positions of all 17 atoms, in Å:
C1 -1.97 -0.04 0.33
C2 -0.57 -0.30 0.84
O1 -0.18 -1.67 0.96
C3 1.08 -1.52 0.29
C4 0.72 -0.98 -1.08
C5 0.55 0.09 -0.11
C6 1.11 1.49 -0.25
H1 -2.17 1.04 0.36
H2 -2.09 -0.38 -0.70
H3 -2.71 -0.55 0.95
H4 -0.45 0.16 1.84
H5 1.63 -0.63 0.77
H6 1.56 -0.91 -1.76
H7 -0.19 -1.39 -1.53
H8 0.41 2.05 -0.88
H9 1.20 2.03 0.70
H10 2.08 1.51 -0.75

Calculated values
* HOMO-LUMO gap: 9.097 eV
* energy relative to the best compared isomer or geometry (same formula, charge and spin): 3.6376 eV
* E_HOMO: -8.2 eV
* molar mass: 98.14 g/mol
* LUMO level: 0.9 eV

Atom-resolved charges from Löwdin, all expressed in e:
1. C -0.024
2. C -0.365
3. O -0.091
4. C -0.089
5. C -0.088
6. C -0.362
7. C -0.022
8. H 0.087
9. H 0.081
10. H 0.084
11. H 0.156
12. H 0.141
13. H 0.117
14. H 0.118
15. H 0.090
16. H 0.082
17. H 0.085

---

# 6
Molecular formula: CH2O3S2
Method: DFT, ωB97M-V with the def2-TZVPD basis set

Positions of all 8 atoms, in Å:
C1 0.50 0.72 1.09
O1 -0.94 -1.25 -0.74
O2 -2.12 0.87 -0.12
O3 0.56 -0.54 1.16
S1 1.15 1.37 -0.37
S2 -2.11 -0.51 -0.37
H1 1.16 -1.05 0.48
H2 1.81 0.39 -1.13

Calculated values
* HOMO-LUMO gap: 8.153 eV
* energy relative to the best compared isomer or geometry (same formula, charge and spin): 2.4300 eV
* E_HOMO: -9.1 eV
* molar mass: 126.16 g/mol
* LUMO level: -0.9 eV

Atom-resolved charges from Löwdin, all expressed in e:
1. C -0.605
2. O -0.446
3. O -0.415
4. O -0.163
5. S 0.711
6. S 0.874
7. H 0.146
8. H -0.101

---

| no. | largest force on an atom (eV Å⁻¹) |
| --- | --- |
| 1 | 0.82 |
| 2 | 4.19 |
| 3 | 0.92 |
| 4 | 9.04 |
| 5 | 1.61 |
| 6 | 3.95 |